# 1
{
  "formula": "C2ClNa4O10",
  "method": "ωB97M-V/def2-TZVPD",
  "species": ["Na", "Na", "Na", "Na", "Cl", "O", "O", "O", "O", "C", "O", "O", "O", "C", "O", "O", "O"],
  "positions_angstrom": [[-1.4779, -2.1072, 3.1058], [1.5029, 0.3568, -1.1617], [-1.2488, 1.3717, -3.4246], [1.1050, -3.5991, 0.4971], [-1.7554, -0.8990, -0.4215], [-1.8642, -0.6288, 0.9809], [-1.3095, 0.3400, -1.0006], [-0.6868, -1.8485, -0.6263], [-2.9855, -1.4028, -0.9894], [0.5219, 3.2061, -0.9170], [0.3600, 4.4719, -0.8876], [1.1808, 2.6103, 0.0045], [0.1133, 2.5830, -2.0270], [1.6079, -1.0011, 1.6763], [2.2316, -0.4890, 2.6598], [0.4662, -1.6637, 1.9928], [2.2385, -1.3007, 0.5386]],
  "nbo_charge": [0.974, 0.930, 0.960, 0.950, 2.560, -0.882, -0.877, -0.923, -0.866, 0.934, -0.858, -0.887, -1.098, 0.944, -0.770, -1.092, -0.999],
  "multiplicity": 1,
  "lumo_ev": 0.67,
  "total_energy_ev": -52733.536,
  "largest_force_ev_per_a": 4.74,
  "total_charge": -1,
  "e_homo_ha": -0.067
}


# 2
{
  "formula": "C2ErFO",
  "method": "ωB97M-V/def2-TZVPD",
  "species": ["C", "C", "O", "F", "Er"],
  "positions_angstrom": [[-0.4347, -0.8972, -0.7544], [-0.4472, 0.3543, -0.1312], [0.0862, -0.6050, 0.7925], [-1.4492, 1.0994, 0.2742], [2.2450, 0.0486, -0.1810]],
  "nbo_charge": [0.311, 0.223, -0.642, -0.202, 2.309],
  "multiplicity": 4,
  "lumo_ev": [-12.45, -12.56],
  "total_energy_ev": -34432.325,
  "largest_force_ev_per_a": 3.47,
  "total_charge": 2,
  "e_homo_ha": [-0.719, -0.707]
}


# 3
{
  "formula": "C2F2O",
  "method": "ωB97M-V/def2-TZVPD",
  "species": ["C", "C", "O", "F", "F"],
  "positions_angstrom": [[0.1014, -1.1433, -0.8763], [1.4870, 1.6419, 0.3394], [0.3938, 1.9357, 0.0559], [-0.6527, -0.1405, -0.2620], [0.2393, -2.0605, -0.0153]],
  "nbo_charge": [0.670, 0.502, -0.503, -0.371, -0.298],
  "multiplicity": 1,
  "lumo_ev": -0.28,
  "total_energy_ev": -9553.306,
  "largest_force_ev_per_a": 5.08,
  "e_homo_ha": -0.423
}


# 4
{
  "formula": "C2F2O2S",
  "method": "ωB97M-V/def2-TZVPD",
  "species": ["C", "C", "O", "O", "F", "F", "S"],
  "positions_angstrom": [[-0.3383, 0.3744, 0.2712], [0.9904, -0.0013, -0.1595], [-0.5946, 0.9501, 1.2942], [-1.0563, -0.1473, -0.7321], [1.0449, -1.7794, 0.4036], [-2.4419, 0.0599, -0.6862], [2.3957, 0.5436, -0.3912]],
  "nbo_charge": [0.654, 0.037, -0.446, -0.101, -0.517, -0.078, 0.450],
  "multiplicity": 1,
  "lumo_ev": -2.26,
  "total_energy_ev": -22432.602,
  "largest_force_ev_per_a": 4.82,
  "e_homo_ha": -0.409
}


# 5
{
  "formula": "C2F36HfO6P5S2",
  "method": "ωB97M-V/def2-TZVPD",
  "species": ["Hf", "C", "F", "F", "F", "S", "O", "O", "O", "C", "F", "F", "F", "S", "O", "O", "O", "P", "F", "F", "F", "F", "F", "F", "P", "F", "F", "F", "F", "F", "F", "P", "F", "F", "F", "F", "F", "F", "P", "F", "F", "F", "F", "F", "F", "P", "F", "F", "F", "F", "F", "F"],
  "positions_angstrom": [[-0.1407, 0.0373, 0.0170], [-4.7073, -0.3560, 1.5887], [-4.5363, 0.9131, 1.2313], [-4.5196, -0.4583, 2.9615], [-5.9267, -0.8495, 1.3069], [-3.4465, -1.5240, 0.6816], [-3.1725, -2.6934, 1.4806], [-3.9467, -1.9123, -0.5977], [-2.2115, -0.7006, 0.5392], [4.7201, -1.4639, -0.1409], [5.1501, -0.2565, -0.5627], [4.3452, -2.2974, -1.1440], [5.7271, -2.0635, 0.4827], [3.2705, -1.1644, 1.2113], [3.8844, -0.2621, 2.1637], [2.0326, -0.6779, 0.5570], [2.9935, -2.4986, 1.7017], [0.0959, -2.5766, -1.8341], [0.8349, -1.1245, -1.8147], [-1.1648, -1.6793, -1.4459], [-0.3859, -2.3921, -3.3556], [-0.8247, -3.9322, -1.4683], [1.4794, -3.3681, -2.1045], [0.2923, -2.4194, -0.2390], [-0.2416, 2.9389, 1.3347], [0.8921, 3.9798, 0.9510], [-0.3343, 2.3896, -0.1931], [0.8515, 1.6646, 1.4189], [-1.1943, 1.6537, 1.4029], [-0.3169, 3.2227, 2.9783], [-1.3907, 3.9898, 0.9945], [-0.1626, -0.9253, 3.5495], [0.9227, 0.2765, 3.3529], [-1.4039, 0.1177, 3.3122], [-0.2241, -1.1391, 1.9310], [-1.2548, -2.0557, 3.7252], [1.0495, -2.0124, 3.5982], [-0.0984, -0.7791, 5.1686], [-2.1071, 1.2318, -2.8227], [-1.6293, 1.1541, -4.3516], [-3.6601, 1.7499, -3.1760], [-2.6549, -0.2561, -2.8425], [-2.4466, 1.1936, -1.2244], [-0.7027, 0.6475, -2.1416], [-1.5441, 2.7464, -2.7928], [2.5334, 1.9818, -2.2326], [3.5889, 2.0584, -1.0203], [1.5724, 1.2556, -1.1222], [2.0282, 3.4603, -1.7919], [1.4402, 2.0021, -3.4120], [3.6221, 2.6699, -3.1802], [3.0225, 0.5031, -2.6300]],
  "nbo_charge": [2.682, 0.796, -0.262, -0.299, -0.300, 2.256, -0.584, -0.622, -0.870, 0.771, -0.310, -0.324, -0.326, 2.320, -0.925, -1.056, -0.957, 2.621, -0.560, -0.587, -0.542, -0.571, -0.529, -0.565, 2.630, -0.528, -0.576, -0.559, -0.575, -0.539, -0.553, 2.609, -0.554, -0.586, -0.590, -0.581, -0.561, -0.579, 2.622, -0.554, -0.589, -0.575, -0.588, -0.590, -0.551, 2.619, -0.587, -0.592, -0.587, -0.571, -0.591, -0.579],
  "multiplicity": 2,
  "lumo_ev": [3.51, -2.38],
  "total_energy_ev": -181640.830,
  "largest_force_ev_per_a": 5.44,
  "total_charge": -2,
  "e_homo_ha": [-0.191, -0.191]
}


# 6
{
  "formula": "C2F3I",
  "method": "ωB97M-V/def2-TZVPD",
  "species": ["C", "C", "F", "F", "F", "I"],
  "positions_angstrom": [[-0.0811, 1.2090, -0.9281], [0.6944, -1.1950, 1.4220], [-1.0613, 1.3985, -1.8010], [-0.3808, 1.9826, 0.0919], [1.3718, -2.2995, 1.4556], [-0.5430, -1.0956, -0.2405]],
  "nbo_charge": [0.503, 0.242, -0.356, -0.341, -0.314, 0.267],
  "multiplicity": 1,
  "lumo_ev": [-1.28, -1.28],
  "total_energy_ev": -18320.817,
  "largest_force_ev_per_a": 2.38,
  "e_homo_ha": [-0.332, -0.332]
}


Q: Number 1 is which compound?
A: C2ClNa4O10


Q: What is the formula in the first record?
A: C2ClNa4O10


Q: Which formula does entry 3 have?
A: C2F2O